Molecular formula: C45H49Cl4HfN6O2
Method: DFT, ωB97M-V/def2-TZVPD

Last column: Mulliken charge in e.
Atoms and positions in Å:
Hf  -0.209  0.652  -0.235  0.10
N  3.329  -0.558  -2.631  0.06
C  3.510  0.746  -3.031  -1.53
C  2.455  1.438  -2.529  -0.82
N  1.628  0.585  -1.844  1.25
C  2.183  -0.608  -1.930  -0.11
C  1.616  -1.731  -1.211  -0.76
N  0.534  -1.560  -0.487  1.63
C  0.287  -2.756  0.148  -0.50
C  1.244  -3.648  -0.206  -1.50
N  2.084  -2.983  -1.070  0.34
H  3.939  -1.323  -2.854  0.18
H  4.357  1.050  -3.624  0.46
H  2.246  2.488  -2.623  0.62
H  -0.552  -2.879  0.813  0.51
H  1.402  -4.678  0.067  0.49
H  2.898  -3.382  -1.499  0.19
C  -2.861  -2.946  -3.234  -1.47
C  -1.406  -2.542  -2.976  1.44
C  -0.524  -3.774  -3.180  -1.81
C  -0.950  -1.383  -3.848  1.76
C  -0.678  -1.654  -5.190  -0.42
C  -0.334  -0.649  -6.072  -1.61
C  -0.249  0.658  -5.623  -0.40
C  -0.498  0.986  -4.295  1.55
C  -0.435  2.450  -3.883  2.65
C  0.571  3.256  -4.709  -2.40
C  -1.794  3.157  -3.968  -1.39
C  -0.846  -0.051  -3.399  -1.93
N  -1.214  0.293  -2.047  0.82
C  -2.574  0.631  -1.950  0.14
C  -3.000  1.243  -0.814  0.78
N  -2.055  1.570  0.169  0.71
C  -2.628  2.377  1.216  -0.25
C  -2.775  3.756  0.967  1.03
C  -3.382  4.552  1.930  -0.44
C  -3.841  4.010  3.118  -1.59
C  -3.719  2.653  3.330  -0.50
C  -3.133  1.800  2.389  0.40
C  -3.203  0.318  2.774  0.60
C  -3.102  -0.741  1.677  -1.96
C  -2.247  0.013  3.933  -1.52
C  -2.323  4.422  -0.322  2.58
C  -1.469  5.662  -0.031  -1.81
C  -3.512  4.821  -1.201  -1.49
C  -4.462  1.445  -0.877  -0.07
C  -5.448  1.943  -0.067  0.68
C  -6.779  2.003  -0.567  -1.40
C  -7.109  1.606  -1.835  -0.93
C  -6.102  1.093  -2.697  0.88
C  -6.272  0.686  -4.048  -1.04
C  -5.189  0.259  -4.770  -1.29
C  -3.883  0.177  -4.213  0.51
C  -3.702  0.515  -2.899  0.49
C  -4.822  1.002  -2.176  -0.94
H  -3.093  -3.865  -2.687  0.52
H  -3.032  -3.141  -4.298  0.27
H  -3.563  -2.180  -2.918  0.23
H  -1.339  -2.226  -1.939  -0.51
H  -0.736  -4.258  -4.137  0.54
H  -0.716  -4.517  -2.402  0.38
H  0.538  -3.528  -3.176  0.29
H  -0.765  -2.673  -5.551  0.31
H  -0.146  -0.880  -7.114  0.39
H  0.005  1.440  -6.329  0.39
H  -0.125  2.478  -2.834  -1.65
H  0.164  3.506  -5.692  0.60
H  1.508  2.722  -4.871  0.49
H  0.789  4.207  -4.215  0.38
H  -2.200  3.078  -4.981  0.37
H  -1.672  4.221  -3.740  0.46
H  -2.524  2.748  -3.277  0.03
H  -3.508  5.612  1.741  0.32
H  -4.315  4.639  3.862  0.41
H  -4.123  2.219  4.240  0.48
H  -4.215  0.207  3.176  0.53
H  -2.101  -0.777  1.242  0.33
H  -3.809  -0.572  0.867  0.17
H  -3.304  -1.722  2.114  0.67
H  -1.208  0.122  3.626  0.15
H  -2.386  -1.013  4.283  0.46
H  -2.424  0.682  4.776  0.43
H  -1.723  3.705  -0.884  -1.91
H  -2.090  6.492  0.314  0.49
H  -0.953  5.996  -0.936  0.34
H  -0.725  5.475  0.747  0.35
H  -4.188  5.486  -0.656  0.42
H  -4.085  3.956  -1.535  0.18
H  -3.160  5.360  -2.086  0.44
H  -5.253  2.315  0.932  0.44
H  -7.551  2.393  0.086  0.47
H  -8.133  1.685  -2.184  0.44
H  -7.252  0.734  -4.509  0.43
H  -5.324  -0.025  -5.807  0.49
H  -3.072  -0.166  -4.843  0.41
Cl  0.890  3.362  -0.346  0.10
C  1.465  3.565  1.351  -0.70
Cl  0.294  2.911  2.478  0.03
H  1.566  4.632  1.499  0.58
H  2.398  3.023  1.429  0.42
Cl  3.321  0.800  3.522  -0.14
C  2.391  -0.528  2.840  -0.19
Cl  3.425  -1.739  2.052  -0.16
C  1.421  -0.017  1.791  0.16
O  0.210  -0.337  1.869  -0.45
O  1.833  0.681  0.821  -0.49
H  1.852  -1.022  3.634  0.39

Output
M, g mol⁻¹: 1026.23
Net charge: +1
LUMO energy (alpha / beta), eV: -3.06 / -3.05
ΔE to the lowest compared entry with this formula, charge and spin, kJ/mol: 0.0
E_HOMO (alpha / beta), hartree: -0.3242 / -0.3242
Frontier orbital gap (alpha / beta), Eh: 0.2119 / 0.2120
Electronic energy, eV: -111893.8328

***

Molecular formula: C45H49CrN7P2Si2
Method: DFT, ωB97M-V/def2-TZVPD

Last column: Mulliken charge in e.
Atoms and positions in Å:
Cr  -1.062  -0.487  -0.254  -1.05
N  -3.968  -1.439  -3.239  0.08
C  -2.816  -1.307  -2.571  -0.83
N  -2.713  -0.760  -1.414  0.75
C  -3.885  -0.284  -0.744  -0.25
N  -3.745  0.250  0.406  -1.58
N  -2.412  0.496  0.710  0.60
C  -1.777  -0.245  1.687  -0.09
C  -0.673  0.379  2.530  -0.66
C  -1.009  2.609  3.591  -1.13
C  1.258  1.929  4.798  -1.43
C  1.905  0.919  4.087  -0.27
C  1.714  0.072  2.988  0.45
N  0.618  -0.236  2.194  1.11
C  -5.180  -0.449  -1.414  0.56
C  -6.381  -0.043  -0.847  -0.46
C  -7.572  -0.214  -1.530  -0.78
C  -7.574  -0.787  -2.797  -0.47
C  -6.386  -1.193  -3.378  -0.88
C  -5.197  -1.025  -2.682  0.08
H  -3.965  -1.889  -4.138  0.28
H  -1.926  -1.705  -3.049  0.60
H  -2.352  -1.017  2.195  0.82
H  -2.057  2.442  3.814  0.57
H  1.844  2.275  5.644  0.34
H  2.892  0.733  4.504  0.37
H  2.591  -0.488  2.695  0.15
H  -6.356  0.409  0.137  0.53
H  -8.502  0.106  -1.079  0.42
H  -8.503  -0.916  -3.337  0.40
H  -6.376  -1.641  -4.366  0.40
C  -2.049  2.283  -3.045  -0.93
Si  -0.963  2.944  -1.668  0.17
C  -2.054  3.741  -0.384  -1.01
C  0.126  4.291  -2.393  -1.29
N  -0.027  1.611  -1.115  -0.12
P  0.944  1.500  0.137  2.14
C  0.806  -0.171  0.734  -2.30
P  1.330  -1.663  -0.066  2.62
N  0.006  -2.514  -0.307  0.32
Si  -0.837  -3.758  0.528  0.73
C  -2.641  -3.709  0.037  -1.07
C  -0.756  -3.630  2.394  -0.91
C  -0.185  -5.457  0.021  -1.51
C  2.709  -2.430  0.824  0.75
C  3.833  -1.638  1.072  -0.35
C  4.934  -2.173  1.719  -0.48
C  4.921  -3.506  2.120  -0.72
C  3.816  -4.300  1.857  -0.78
C  2.712  -3.763  1.205  -1.06
C  2.077  -1.367  -1.716  0.56
C  1.474  -0.532  -2.659  -0.05
C  1.969  -0.451  -3.953  -1.03
C  3.062  -1.215  -4.336  -0.69
C  3.658  -2.063  -3.416  -0.87
C  3.171  -2.138  -2.118  -0.96
C  0.411  2.439  1.586  0.82
C  0.872  3.820  1.782  -1.69
C  0.543  4.497  2.882  -0.95
C  -0.347  3.920  3.910  -0.77
C  -0.038  2.650  4.734  -0.03
C  -0.474  1.877  2.429  0.02
C  2.632  2.033  -0.240  1.31
C  3.590  2.114  0.771  -0.46
C  4.898  2.452  0.460  -0.78
C  5.256  2.708  -0.860  -0.73
C  4.304  2.634  -1.867  -0.94
C  2.991  2.298  -1.558  -0.57
H  -2.516  3.103  -3.601  0.50
H  -2.850  1.656  -2.640  0.10
H  -1.463  1.683  -3.751  0.25
H  -2.827  4.351  -0.864  0.56
H  -1.475  4.390  0.282  0.26
H  -2.537  2.969  0.221  0.18
H  -0.462  5.199  -2.564  0.42
H  0.565  3.986  -3.349  0.29
H  0.948  4.549  -1.715  0.31
H  -3.095  -2.733  0.237  0.04
H  -3.205  -4.461  0.602  0.46
H  -2.759  -3.937  -1.030  0.23
H  -0.903  -2.597  2.722  0.09
H  0.200  -3.970  2.797  0.36
H  -1.545  -4.248  2.838  0.54
H  -1.002  -6.080  -0.358  0.36
H  0.264  -5.993  0.864  0.37
H  0.567  -5.375  -0.770  0.36
H  3.842  -0.601  0.750  0.49
H  5.801  -1.553  1.911  0.48
H  5.778  -3.925  2.632  0.37
H  3.814  -5.341  2.154  0.44
H  1.866  -4.393  0.973  0.10
H  0.637  0.094  -2.379  0.48
H  1.499  0.220  -4.663  0.51
H  3.447  -1.150  -5.347  0.41
H  4.505  -2.671  -3.706  0.44
H  3.650  -2.809  -1.419  0.42
H  1.509  4.270  1.029  0.46
H  0.884  5.516  3.021  0.40
H  -0.932  4.646  4.460  0.51
H  -0.496  2.736  5.713  0.65
H  -0.858  0.162  3.587  1.09
H  3.300  1.923  1.800  0.27
H  5.641  2.521  1.246  0.48
H  6.279  2.970  -1.101  0.40
H  4.584  2.836  -2.894  0.45
H  2.234  2.228  -2.330  0.43

Output
M, g mol⁻¹: 858.05
Net charge: 0
LUMO energy (alpha / beta), eV: 0.27 / 0.27
E_HOMO (alpha / beta), hartree: -0.2249 / -0.2293
Frontier orbital gap (alpha / beta), Eh: 0.2347 / 0.2391
Electronic energy, eV: -120646.2821
Spin multiplicity: 5

***

Molecular formula: C45H49FN3O3P2Si2Tl
Method: DFT, ωB97M-V/def2-TZVPD

Last column: Mulliken charge in e.
Atoms and positions in Å:
Tl  -0.164  -1.053  -0.143  1.45
C  5.061  -0.741  -1.625  -1.23
Si  3.281  -1.070  -1.004  -0.09
C  2.362  -1.489  -2.625  -0.88
C  3.273  -2.641  0.062  -0.84
N  2.651  0.135  -0.021  0.40
P  2.023  1.599  -0.178  0.74
C  0.465  2.051  0.364  -1.25
P  0.121  1.668  1.993  1.67
N  0.128  0.163  2.530  0.42
Si  -0.884  -0.911  3.318  -0.12
C  -0.123  -2.637  3.096  -0.86
C  -1.059  -0.604  5.199  -1.27
C  -2.660  -0.989  2.623  -0.43
C  -1.561  2.355  2.271  0.05
C  -2.418  2.506  1.186  -0.54
C  -3.754  2.830  1.378  -0.55
C  -4.248  3.002  2.666  -0.51
C  -3.400  2.853  3.756  -0.76
C  -2.065  2.527  3.559  -0.44
C  1.109  2.605  3.235  -0.28
C  2.136  1.918  3.882  -0.19
C  2.973  2.575  4.771  -0.66
C  2.797  3.929  5.022  -0.43
C  1.787  4.623  4.368  -0.76
C  0.955  3.968  3.472  -0.45
C  1.980  1.968  -1.980  0.02
C  0.791  1.745  -2.670  -0.34
C  0.766  1.773  -4.057  -0.58
C  1.933  2.017  -4.771  -0.43
C  3.123  2.236  -4.091  -0.63
C  3.146  2.210  -2.704  -0.54
C  3.344  2.759  0.380  -0.04
C  3.210  4.134  0.204  -0.42
C  4.173  5.004  0.691  -0.74
C  5.273  4.510  1.383  -0.36
C  5.398  3.144  1.588  -0.74
C  4.437  2.274  1.092  -0.17
H  5.536  -1.653  -2.001  0.37
H  5.034  -0.015  -2.442  0.26
H  5.692  -0.326  -0.835  0.30
H  2.692  -2.455  -3.017  0.41
H  1.282  -1.554  -2.485  0.21
H  2.544  -0.725  -3.386  0.13
H  3.848  -3.459  -0.383  0.30
H  3.672  -2.437  1.057  0.21
H  2.242  -2.986  0.184  0.19
H  0.934  -2.629  3.371  0.17
H  -0.633  -3.393  3.704  0.30
H  -0.191  -2.959  2.054  0.19
H  -0.148  -0.132  5.579  0.29
H  -1.896  0.066  5.417  0.28
H  -1.213  -1.534  5.756  0.39
H  -2.623  -1.079  1.532  -0.24
H  -3.221  -1.846  3.009  0.41
H  -3.216  -0.076  2.854  0.21
H  -2.005  2.356  0.194  0.27
H  -4.417  2.937  0.527  0.44
H  -5.293  3.245  2.825  0.34
H  -3.790  2.978  4.760  0.35
H  -1.400  2.387  4.405  0.52
H  2.241  0.861  3.665  0.41
H  3.768  2.033  5.273  0.36
H  3.449  4.445  5.718  0.35
H  1.651  5.681  4.566  0.37
H  0.176  4.514  2.951  0.42
H  -0.104  1.548  -2.090  0.27
H  -0.162  1.589  -4.586  0.40
H  1.919  2.024  -5.855  0.33
H  4.039  2.411  -4.647  0.34
H  4.073  2.365  -2.162  0.42
H  2.335  4.507  -0.317  0.41
H  4.073  6.073  0.535  0.35
H  6.022  5.192  1.770  0.34
H  6.250  2.760  2.140  0.35
H  4.512  1.201  1.228  0.44
C  -7.225  -5.223  -0.823  -1.45
C  -6.486  -4.499  0.306  -0.25
C  -7.428  -3.755  1.249  -1.07
C  -8.139  -2.625  0.512  -1.26
C  -7.135  -1.765  -0.213  1.11
C  -7.454  -0.464  -0.553  -0.71
C  -6.518  0.330  -1.197  0.20
F  -6.879  1.593  -1.524  -0.42
C  -5.264  -0.123  -1.495  -1.05
C  -4.914  -1.435  -1.158  0.29
C  -3.545  -1.898  -1.441  1.29
O  -2.741  -1.125  -1.963  -1.00
C  -3.277  -3.278  -1.113  0.50
C  -4.265  -4.024  -0.575  -0.62
N  -5.512  -3.567  -0.245  0.31
C  -5.860  -2.265  -0.532  -0.30
C  -1.920  -4.025  -1.262  -0.11
O  -1.998  -5.086  -1.901  -0.76
O  -0.952  -3.583  -0.590  -0.60
H  -7.978  -5.902  -0.419  0.39
H  -6.516  -5.798  -1.419  0.40
H  -7.712  -4.505  -1.484  0.36
H  -5.929  -5.238  0.886  0.53
H  -6.835  -3.333  2.063  0.34
H  -8.150  -4.457  1.670  0.45
H  -8.704  -2.013  1.217  0.43
H  -8.860  -3.043  -0.197  0.35
H  -8.427  -0.056  -0.309  0.50
H  -4.521  0.501  -1.975  0.67
H  -4.090  -5.072  -0.363  0.41

Output
M, g mol⁻¹: 1021.41
Net charge: -2
LUMO energy, eV: 3.60
ΔE to the lowest compared entry with this formula, charge and spin, kJ/mol: 56.0
E_HOMO, hartree: -0.0440
Frontier orbital gap, Eh: 0.1765
Electronic energy, eV: -99823.0971

***

Molecular formula: C45H49O3P
Method: DFT, ωB97M-V/def2-TZVPD

Last column: Mulliken charge in e.
Atoms and positions in Å:
C  4.028  -11.213  -0.183  -1.05
P  2.420  -11.495  -1.020  0.19
O  1.343  -11.225  0.227  -0.50
C  2.378  -13.340  -0.940  -0.57
O  3.144  -13.952  0.102  -0.35
C  2.589  -13.915  1.331  0.23
O  3.226  -14.014  2.332  -0.47
H  3.972  -11.436  0.884  0.35
H  4.778  -11.874  -0.620  0.37
H  4.335  -10.177  -0.330  0.33
H  1.542  -10.410  0.699  0.32
H  1.335  -13.667  -0.873  0.44
H  2.780  -13.710  -1.883  0.36
H  1.490  -13.814  1.308  0.34
C  1.513  -4.991  0.308  -0.01
C  2.776  -5.240  -0.211  -0.46
C  3.091  -6.498  -0.706  -0.63
C  2.137  -7.507  -0.681  -0.36
C  0.874  -7.261  -0.159  -0.56
C  0.563  -6.002  0.336  -0.36
H  1.269  -4.008  0.691  0.25
H  3.518  -4.451  -0.229  0.37
H  4.075  -6.691  -1.112  0.38
H  2.378  -8.487  -1.074  0.57
H  0.131  -8.049  -0.145  0.43
H  -0.422  -5.809  0.743  0.37
C  1.834  -1.700  -1.466  -0.18
C  2.665  -1.039  -0.572  -0.37
C  2.447  0.301  -0.282  -0.70
C  1.394  0.976  -0.883  -0.10
C  0.566  0.318  -1.782  -0.58
C  0.787  -1.021  -2.075  -0.61
H  1.998  -2.748  -1.685  0.44
H  3.481  -1.569  -0.096  0.34
H  3.092  0.818  0.418  0.43
H  1.221  2.020  -0.649  0.44
H  -0.255  0.847  -2.249  0.43
H  0.139  -1.538  -2.771  0.40
C  1.145  3.073  2.355  0.02
C  1.979  3.737  3.243  -0.64
C  1.754  5.077  3.534  -0.53
C  0.701  5.751  2.929  -0.52
C  -0.133  5.082  2.044  -0.49
C  0.084  3.742  1.762  -0.36
H  1.320  2.030  2.120  0.43
H  2.809  3.215  3.702  0.42
H  2.405  5.598  4.224  0.38
H  0.535  6.800  3.141  0.38
H  -0.946  5.610  1.561  0.32
H  -0.563  3.219  1.067  0.53
C  2.340  5.540  -0.522  0.14
C  1.667  4.977  -1.597  -0.22
C  2.266  4.928  -2.848  -0.53
C  3.542  5.447  -3.025  -0.42
C  4.216  6.013  -1.951  -0.39
C  3.615  6.059  -0.700  -0.57
H  1.870  5.566  0.452  0.18
H  0.670  4.573  -1.457  0.34
H  1.741  4.486  -3.686  0.38
H  4.012  5.408  -3.999  0.36
H  5.210  6.417  -2.089  0.37
H  4.141  6.497  0.139  0.39
C  -4.378  5.461  -0.339  -0.58
C  -5.705  5.385  0.062  -0.06
C  -6.102  4.416  0.974  -0.63
C  -5.172  3.521  1.484  -0.39
C  -3.846  3.593  1.082  -0.52
C  -3.451  4.562  0.170  -0.01
H  -4.069  6.220  -1.048  0.43
H  -6.430  6.084  -0.336  0.23
H  -7.137  4.360  1.287  0.37
H  -5.481  2.766  2.197  0.38
H  -3.121  2.894  1.481  0.39
H  -2.416  4.620  -0.146  0.40
C  -5.543  7.238  -3.616  -0.34
C  -6.168  8.197  -2.831  -0.29
C  -5.954  9.546  -3.078  -0.48
C  -5.114  9.936  -4.111  -0.35
C  -4.486  8.977  -4.895  -0.38
C  -4.701  7.628  -4.648  -0.37
H  -5.711  6.185  -3.422  0.44
H  -6.823  7.893  -2.024  0.32
H  -6.442  10.293  -2.465  0.37
H  -4.947  10.988  -4.305  0.36
H  -3.829  9.282  -5.700  0.36
H  -4.211  6.881  -5.259  0.37
C  -0.709  -2.631  2.575  -0.50
C  0.218  -1.599  2.525  0.07
C  0.446  -0.820  3.651  -0.45
C  -0.252  -1.070  4.824  -0.47
C  -1.180  -2.102  4.872  -0.40
C  -1.408  -2.883  3.747  -0.41
H  -0.889  -3.239  1.697  0.45
H  0.761  -1.398  1.608  0.30
H  1.169  -0.014  3.614  0.36
H  -0.074  -0.461  5.701  0.37
H  -1.726  -2.296  5.786  0.37
H  -2.132  -3.687  3.785  0.37

Output
M, g mol⁻¹: 668.86
Net charge: 0
LUMO energy, eV: 0.61
SMILES string: CP(O)COC=O.c1ccccc1.c1ccccc1.c1ccccc1.c1ccccc1.c1ccccc1.c1ccccc1.c1ccccc1
E_HOMO, hartree: -0.3333
Frontier orbital gap, Eh: 0.3557
Electronic energy, eV: -62890.8900